{"formula": "C42H50CrN5O4P2SSi2", "method": "ωB97M-V/def2-TZVPD", "elements": ["Cr", "C", "Si", "C", "C", "N", "P", "C", "P", "N", "Si", "C", "C", "C", "C", "C", "C", "C", "C", "C", "C", "C", "C", "C", "C", "C", "C", "C", "C", "C", "C", "C", "C", "C", "C", "C", "C", "C", "H", "H", "H", "H", "H", "H", "H", "H", "H", "H", "H", "H", "H", "H", "H", "H", "H", "H", "H", "H", "H", "H", "H", "H", "H", "H", "H", "H", "H", "H", "H", "H", "H", "H", "H", "H", "H", "H", "C", "N", "C", "C", "N", "C", "S", "H", "H", "H", "H", "H", "H", "H", "H", "O", "C", "O", "C", "C", "C", "C", "C", "C", "N", "O", "O", "H", "H", "H", "H"], "positions_angstrom": [[0.0993, -1.0093, -0.3723], [4.6329, 0.7850, -0.8645], [2.9369, 0.4146, -1.5777], [3.0780, -1.0021, -2.7963], [2.3512, 1.9145, -2.5532], [1.7766, 0.0898, -0.3372], [1.7443, 0.0799, 1.2896], [0.1668, -0.3520, 1.6375], [-1.4192, 0.1317, 1.3820], [-1.5575, 0.1029, -0.2303], [-2.4320, 0.2477, -1.6979], [-4.0677, -0.6617, -1.6277], [-1.3399, -0.5571, -3.0052], [-2.7417, 2.0083, -2.2535], [-2.0022, 1.6942, 2.0710], [-3.0928, 2.3555, 1.5184], [-3.5318, 3.5499, 2.0659], [-2.8774, 4.0903, 3.1649], [-1.7833, 3.4369, 3.7149], [-1.3462, 2.2390, 3.1689], [-2.5187, -1.1238, 2.1002], [-1.9790, -2.2127, 2.7761], [-2.8046, -3.2246, 3.2476], [-4.1759, -3.1481, 3.0499], [-4.7222, -2.0567, 2.3874], [-3.8967, -1.0480, 1.9160], [2.4541, 1.6252, 1.9381], [2.9395, 1.7629, 3.2397], [3.4482, 2.9762, 3.6734], [3.4820, 4.0672, 2.8126], [2.9984, 3.9385, 1.5213], [2.4857, 2.7238, 1.0881], [2.7976, -1.2649, 1.9266], [3.5065, -2.0834, 1.0550], [4.1994, -3.1910, 1.5292], [4.1863, -3.4940, 2.8803], [3.4545, -2.7012, 3.7564], [2.7531, -1.6071, 3.2795], [5.3659, 0.7925, -1.6767], [4.9584, 0.0438, -0.1329], [4.6573, 1.7656, -0.3855], [3.6142, -0.6416, -3.6786], [2.1033, -1.3734, -3.1155], [3.6305, -1.8533, -2.3930], [2.7667, 1.9213, -3.5637], [2.6340, 2.8519, -2.0679], [1.2599, 1.9073, -2.6287], [-3.9371, -1.6446, -1.1701], [-4.4789, -0.7990, -2.6313], [-4.8106, -0.1111, -1.0442], [-1.2756, -1.6423, -2.8957], [-0.3232, -0.1441, -3.0007], [-1.7464, -0.3529, -3.9995], [-3.0974, 2.6568, -1.4524], [-3.4869, 2.0037, -3.0547], [-1.8230, 2.4578, -2.6343], [-3.5891, 1.9480, 0.6461], [-4.3771, 4.0661, 1.6286], [-3.2188, 5.0259, 3.5903], [-1.2667, 3.8623, 4.5661], [-0.4783, 1.7336, 3.5784], [-0.9039, -2.2631, 2.9007], [-2.3783, -4.0797, 3.7570], [-4.8193, -3.9400, 3.4117], [-5.7920, -1.9943, 2.2328], [-4.3316, -0.2041, 1.3939], [2.9384, 0.9245, 3.9207], [3.8266, 3.0697, 4.6833], [3.8859, 5.0125, 3.1531], [3.0074, 4.7842, 0.8441], [2.0821, 2.6361, 0.0897], [3.4955, -1.8775, -0.0064], [4.7414, -3.8201, 0.8344], [4.7234, -4.3579, 3.2503], [3.4109, -2.9519, 4.8086], [2.1197, -1.0487, 3.9576], [-0.4372, 6.6500, 1.3306], [-0.2102, 6.5278, -0.0859], [0.2330, 7.6572, -0.8843], [0.3005, 7.0637, -2.2964], [0.3642, 5.6390, -2.0069], [-0.0878, 5.3552, -0.7507], [-0.3998, 3.8362, -0.1663], [0.4638, 7.0055, 1.8406], [-0.7055, 5.6702, 1.7199], [-1.2504, 7.3527, 1.5240], [1.2108, 8.0142, -0.5413], [-0.4745, 8.4844, -0.8136], [1.1831, 7.3970, -2.8397], [-0.5875, 7.3208, -2.8804], [0.2424, 4.9355, -2.7147], [0.8973, -2.7230, -1.3300], [-0.0626, -3.3753, -0.8169], [-1.0558, -2.7549, -0.3478], [-0.0036, -4.8566, -0.6934], [0.7565, -5.6138, -1.5753], [0.8038, -6.9942, -1.4403], [0.1150, -7.6150, -0.4110], [-0.6244, -6.8355, 0.4633], [-0.7096, -5.4635, 0.3348], [-1.3480, -7.4919, 1.5645], [-1.2455, -8.6981, 1.6658], [-1.9991, -6.7889, 2.3098], [1.3106, -5.1111, -2.3571], [1.3842, -7.5884, -2.1326], [0.1423, -8.6856, -0.2721], [-1.3133, -4.8742, 1.0114]], "atomic_forces_ev_per_a": [[-0.40, 0.11, -0.09], [0.00, 0.02, -0.08], [0.00, 0.20, -0.07], [0.02, 0.00, 0.04], [-0.03, -0.02, 0.00], [0.17, -0.28, 0.05], [0.06, 0.31, -0.20], [-0.13, -0.40, 0.09], [0.06, 0.09, -0.20], [0.26, 0.10, -0.01], [-0.09, -0.11, 0.02], [0.00, 0.01, -0.01], [0.01, 0.01, -0.01], [0.01, -0.02, 0.00], [0.15, -0.01, 0.10], [-0.02, 0.00, 0.03], [0.00, 0.02, 0.00], [-0.01, -0.01, -0.01], [0.02, 0.01, 0.00], [0.04, 0.04, -0.03], [-0.02, 0.04, 0.07], [-0.01, -0.04, -0.04], [-0.03, 0.01, -0.02], [0.02, -0.02, 0.02], [-0.02, 0.03, -0.02], [0.00, -0.02, 0.03], [-0.04, -0.04, 0.08], [0.00, 0.00, -0.02], [0.01, 0.02, 0.01], [0.00, -0.02, 0.01], [-0.01, 0.01, -0.02], [-0.04, 0.02, 0.02], [-0.09, -0.07, 0.05], [0.06, 0.07, 0.03], [0.01, 0.00, -0.01], [0.01, -0.01, -0.01], [-0.01, 0.01, 0.00], [-0.01, -0.05, 0.00], [0.01, 0.01, 0.01], [0.00, -0.01, 0.01], [0.00, -0.02, 0.02], [0.01, -0.03, 0.00], [-0.01, 0.02, -0.01], [-0.03, -0.01, 0.02], [0.02, 0.00, 0.00], [-0.02, 0.00, 0.00], [0.01, 0.01, -0.01], [0.00, 0.00, 0.00], [0.00, 0.01, 0.00], [0.00, -0.02, 0.01], [0.00, 0.00, 0.01], [-0.01, 0.00, 0.00], [0.00, -0.02, 0.00], [-0.03, 0.00, 0.00], [0.01, 0.01, 0.00], [0.01, 0.00, 0.02], [-0.01, 0.00, 0.00], [0.00, 0.00, 0.00], [0.00, 0.00, 0.00], [0.00, 0.00, 0.00], [-0.01, -0.01, 0.00], [0.00, 0.01, 0.00], [0.00, 0.00, 0.00], [0.00, 0.00, -0.01], [0.00, 0.00, 0.00], [-0.01, 0.00, 0.01], [0.00, -0.03, 0.01], [0.00, 0.00, 0.00], [0.00, 0.00, 0.00], [0.00, 0.00, 0.00], [0.00, 0.00, 0.01], [-0.01, 0.01, -0.02], [0.00, -0.01, 0.00], [0.00, 0.00, 0.00], [0.00, 0.00, 0.00], [0.00, 0.02, 0.00], [0.00, -0.01, 0.01], [-0.08, 0.01, -0.06], [0.00, 0.01, 0.01], [0.03, -0.01, -0.01], [0.02, 0.01, 0.02], [0.07, 0.01, 0.06], [-0.09, 0.03, -0.09], [0.01, -0.01, 0.00], [0.00, 0.00, 0.00], [0.01, 0.00, 0.00], [0.01, -0.03, 0.00], [0.02, 0.02, 0.00], [-0.02, 0.02, -0.02], [-0.02, -0.02, 0.02], [0.02, 0.00, 0.00], [0.10, -0.08, 0.08], [-0.06, 0.01, 0.07], [0.12, 0.08, 0.06], [0.04, -0.01, -0.10], [0.08, -0.02, 0.06], [0.00, 0.04, -0.01], [-0.02, -0.07, 0.06], [0.08, 0.09, -0.16], [-0.14, -0.02, 0.03], [-0.03, -0.04, 0.12], [0.00, 0.00, -0.03], [0.01, 0.01, -0.02], [-0.01, 0.01, 0.00], [0.00, -0.01, 0.00], [0.01, 0.00, -0.01], [0.02, 0.00, 0.00]], "lumo_energy_ev": [-0.3, -0.3], "total_charge": 0, "relative_energy_ev": 0.622, "multiplicity": 4, "e_homo_ev": [-7.2, -7.6], "gap_ha": [0.2535, 0.2647]}